Entry 1:
This record from OMol25 describes C26H29N5O2SV as an isolated structure. The level of theory is ωB97M-V with the def2-TZVPD basis set.

Computed properties:
Gap between HOMO and LUMO (alpha / beta) ... 7.38 / 5.62 eV
Calculated total energy ... -75503.0389 eV
2S+1 ... 2
<S²> ... 1.13
F_max ... 0.9 eV/A
Energy above the lowest of the compared OMol25 structures with the same formula, charge and spin ... 8.48 kcal per mole

Each line ends with the Löwdin spin population.
Atoms and positions in Å:
V1 0.2873 0.2524 0.5035  1.22
C1 -1.0346 -0.4319 -1.5631  0.02
C2 -0.6421 0.6842 -2.5033  0.00
C3 -1.3167 0.8134 -3.7095  0.00
C4 -1.0099 1.8400 -4.5854  0.00
C5 -0.0531 2.7701 -4.2155  0.00
C6 0.6383 2.6847 -3.0100  0.00
C7 1.5526 3.8132 -2.6214  0.00
C8 0.3862 1.5894 -2.1612  0.01
N1 1.0131 1.4205 -0.9095  0.00
C9 2.3640 1.6285 -0.6945  -0.02
O1 3.2232 1.7653 -1.5535  -0.04
C10 2.6681 1.6207 0.7802  -0.06
C11 3.7887 2.0933 1.4348  0.01
C12 3.7942 2.0816 2.8298  -0.07
C13 2.6794 1.6312 3.5443  0.01
C14 1.5971 1.1527 2.8385  -0.05
N2 1.6539 1.1132 1.4971  -0.03
C15 0.2630 0.6752 3.3431  -0.01
O2 0.0032 0.5761 4.5340  -0.04
N3 -0.5677 0.4199 2.2856  0.01
C16 -1.9202 0.0367 2.4914  0.01
C17 -2.9182 0.9114 2.0420  0.00
C18 -2.5419 2.2517 1.4654  0.00
C19 -4.2502 0.5305 2.1498  0.00
C20 -4.5942 -0.6983 2.6907  0.00
C21 -3.5995 -1.5580 3.1283  0.00
C22 -2.2556 -1.2104 3.0359  0.00
C23 -1.1874 -2.1481 3.5231  0.00
H1 -1.7891 -1.0806 -2.0054  0.00
H2 -1.5231 -0.0920 -0.6231  0.01
H3 -0.1779 -1.0688 -1.3214  0.00
H4 -2.0998 0.1038 -3.9552  0.00
H5 -1.5362 1.9366 -5.5261  0.00
H6 0.1525 3.6134 -4.8656  0.00
H7 1.2845 4.7129 -3.1751  0.00
H8 2.5965 3.5706 -2.8130  0.00
H9 1.4700 4.0302 -1.5547  0.00
H10 4.6228 2.4805 0.8652  0.00
H11 4.6584 2.4520 3.3650  0.00
H12 2.6455 1.6585 4.6249  0.00
H13 -2.0281 2.8649 2.2076  0.00
H14 -3.4282 2.7860 1.1249  0.00
H15 -1.8597 2.1626 0.6150  0.00
H16 -5.0242 1.2086 1.8083  0.00
H17 -5.6357 -0.9845 2.7713  0.00
H18 -3.8652 -2.5198 3.5530  0.00
H19 -1.5955 -3.1454 3.6911  0.00
H20 -0.7591 -1.7798 4.4566  0.00
H21 -0.3641 -2.2141 2.8081  0.00
C24 1.2503 -2.8000 -3.1670  0.00
N4 1.8206 -2.3949 -1.8828  0.00
C25 1.3983 -2.7340 -0.6656  0.00
S1 1.7530 -1.6667 0.6408  -0.01
N5 0.7024 -3.8487 -0.4474  0.00
C26 0.7918 -5.1118 -1.1794  0.00
H22 1.1352 -1.9094 -3.7810  0.00
H23 0.2649 -3.2338 -3.0162  0.00
H24 1.8834 -3.5120 -3.6943  0.00
H25 2.3785 -1.5519 -1.8823  0.00
H26 0.3863 -3.9177 0.5083  0.00
H27 1.4802 -5.0231 -2.0106  0.00
H28 -0.1836 -5.4190 -1.5531  0.00
H29 1.1731 -5.8818 -0.5113  0.00

=====

Entry 2:
This record from OMol25 describes C26H29N8O2PPdS2 as an isolated structure. The level of theory is ωB97M-V with the def2-TZVPD basis set.

Computed properties:
Gap between HOMO and LUMO ... 6.53 eV
Calculated total energy ... -77893.9482 eV
2S+1 ... 1
F_max ... 0.1 eV/A
Energy above the lowest of the compared OMol25 structures with the same formula, charge and spin ... 10.75 kcal per mole
Charge ... -2

Each line ends with the natural charge from an NBO analysis.
Atoms and positions in Å:
Pd1 0.3284 1.9788 -0.5655  0.34
C1 -0.2188 1.4740 2.3311  -0.26
N1 0.7188 0.3572 2.4944  -0.63
C2 0.0919 -0.8550 3.0170  -0.26
C3 -0.7396 -1.5574 1.9876  0.39
N2 -2.0062 -1.3490 1.7478  -0.48
C4 -2.2763 -2.0788 0.5990  0.06
C5 -3.4545 -2.1950 -0.1351  -0.19
C6 -3.4324 -2.9718 -1.2789  -0.25
C7 -2.2638 -3.6245 -1.6985  -0.23
C8 -1.0835 -3.5213 -0.9852  -0.25
C9 -1.1175 -2.7429 0.1666  0.17
N3 -0.1519 -2.4028 1.0860  -0.57
C10 0.4225 2.5192 1.4642  0.23
N4 -0.3011 3.4656 0.7959  -0.56
C11 0.5761 4.5501 0.6475  0.18
C12 0.4001 5.7233 -0.0662  -0.24
C13 1.4473 6.6416 -0.0968  -0.25
C14 2.6424 6.3927 0.5730  -0.24
C15 2.8273 5.2156 1.2967  -0.27
C16 1.7820 4.3099 1.3294  0.11
N5 1.6443 3.0836 1.9591  -0.61
H1 -0.4272 1.8874 3.3271  0.18
H2 -1.1654 1.1798 1.8697  0.22
H3 1.0982 0.1626 1.5693  0.38
H4 -0.5426 -0.5881 3.8630  0.21
H5 0.8710 -1.5332 3.3748  0.20
H6 -4.3458 -1.6663 0.1776  0.21
H7 -4.3289 -3.0625 -1.8802  0.20
H8 -2.2793 -4.2007 -2.6153  0.20
H9 -0.1709 -3.9950 -1.3238  0.22
H10 0.8083 -2.7218 1.1069  0.44
H11 -0.5102 5.8814 -0.6293  0.23
H12 1.3396 7.5515 -0.6747  0.20
H13 3.4478 7.1159 0.5185  0.19
H14 3.7637 5.0125 1.8041  0.20
H15 2.4321 2.4768 2.1139  0.40
N6 1.3018 0.1751 -0.9559  -0.48
C17 1.8306 -0.8365 -1.1342  0.40
C18 2.4696 -2.0814 -1.2679  -0.62
C19 2.7536 -2.7961 -0.0926  0.33
N7 2.9283 -3.3465 0.9143  -0.47
C20 2.6805 -2.6836 -2.5290  0.32
N8 2.8683 -3.1789 -3.5565  -0.41
C21 3.6998 1.7541 -3.9525  -0.62
C22 2.5964 2.5241 -3.2542  0.09
C23 3.1072 3.5621 -2.2758  -0.62
O1 1.8213 3.2008 -4.2636  -0.84
P1 0.2527 2.8694 -4.4241  1.67
S1 -0.4230 3.9557 -5.9119  -0.73
S2 -0.7018 3.0416 -2.6739  -0.74
O2 0.4160 1.3050 -4.8303  -0.86
C24 -0.6160 0.3054 -4.9250  0.13
C25 -1.9846 0.8513 -5.2990  -0.65
C26 -0.6502 -0.5154 -3.6497  -0.63
H16 4.3011 1.2101 -3.2197  0.20
H17 4.3504 2.4383 -4.5039  0.19
H18 3.2693 1.0376 -4.6522  0.23
H19 1.9524 1.8232 -2.7221  0.20
H20 3.7469 4.2852 -2.7898  0.19
H21 3.6820 3.0818 -1.4799  0.20
H22 2.2698 4.0927 -1.8208  0.24
H23 -0.2681 -0.3340 -5.7429  0.16
H24 -2.3767 1.4917 -4.5084  0.24
H25 -2.6654 0.0067 -5.4369  0.19
H26 -1.9376 1.4340 -6.2175  0.23
H27 -0.9228 0.1088 -2.7979  0.24
H28 0.3286 -0.9554 -3.4590  0.21
H29 -1.3769 -1.3265 -3.7457  0.20

=====

Entry 3:
This record from OMol25 describes one molecule with the formula C26H29NO4. The level of theory is ωB97M-V with the def2-TZVPD basis set.

Computed properties:
Gap between HOMO and LUMO ... 9.19 eV
Calculated total energy ... -37111.2279 eV
2S+1 ... 1
F_max ... 0.9 eV/A
Energy above the lowest of the compared OMol25 structures with the same formula, charge and spin ... 48.93 kcal per mole
Structure (SMILES) ... C#Cc1ccc([C@@H]2C=C(C(=O)NCc3ccccc3)O[C@H](OCC)[C@H]2CCCO)cc1

Each line ends with the natural charge from an NBO analysis.
Atoms and positions in Å:
C1 -6.6487 1.1372 3.1511  -0.22
C2 -5.4877 1.2557 2.8694  -0.02
C3 -4.1188 1.3970 2.5381  -0.14
C4 -3.2276 1.9584 3.4523  -0.17
C5 -1.8945 2.0927 3.1226  -0.23
C6 -1.4189 1.6745 1.8840  0.11
C7 -2.3105 1.1198 0.9756  -0.24
C8 -3.6467 0.9796 1.2949  -0.16
H1 -4.3363 0.5463 0.5848  0.22
H2 -1.9533 0.7922 0.0116  0.22
C9 0.0595 1.8017 1.5802  -0.32
C10 0.3084 1.8149 0.1086  -0.19
C11 1.0238 0.8907 -0.5313  0.18
O1 1.6227 -0.1809 0.0990  -0.54
C12 1.0323 -0.5185 1.3353  0.39
O2 -0.2248 -1.0928 1.1514  -0.55
C13 -0.2350 -2.2891 0.3917  -0.06
C14 -1.6700 -2.7751 0.2906  -0.62
H3 -2.0730 -2.9506 1.2839  0.22
H4 -2.2804 -2.0216 -0.1985  0.21
H5 -1.7058 -3.6967 -0.2838  0.21
H6 0.1732 -2.1071 -0.6126  0.17
H7 0.3999 -3.0403 0.8871  0.16
C15 0.8501 0.6738 2.2836  -0.24
C16 2.1661 1.1271 2.9311  -0.40
C17 3.3131 1.5754 2.0201  -0.43
C18 3.1451 2.9745 1.4258  -0.07
O3 2.7962 3.8828 2.4538  -0.74
H8 2.7778 4.7721 2.0875  0.47
H9 2.3776 2.9726 0.6418  0.17
H10 4.0974 3.2720 0.9633  0.16
H11 4.2185 1.5839 2.6309  0.21
H12 3.4613 0.8686 1.2044  0.22
H13 2.5330 0.2903 3.5318  0.21
H14 1.9444 1.9493 3.6132  0.23
H15 0.2228 0.2902 3.0962  0.24
H16 1.7349 -1.2561 1.7667  0.16
C19 1.1794 0.9100 -2.0129  0.63
O4 0.6820 1.7746 -2.7107  -0.63
N1 1.9040 -0.1236 -2.4946  -0.60
H17 2.2281 -0.8105 -1.8298  0.41
C20 1.9216 -0.4801 -3.8944  -0.27
C21 1.1226 -1.7379 -4.1284  0.05
C22 1.6681 -2.8287 -4.7894  -0.24
C23 0.9267 -3.9852 -4.9640  -0.20
C24 -0.3630 -4.0651 -4.4686  -0.22
C25 -0.9146 -2.9805 -3.8063  -0.19
C26 -0.1768 -1.8233 -3.6402  -0.25
H18 -0.6085 -0.9721 -3.1332  0.22
H19 -1.9221 -3.0363 -3.4211  0.21
H20 -0.9386 -4.9695 -4.5998  0.21
H21 1.3600 -4.8272 -5.4835  0.21
H22 2.6770 -2.7722 -5.1732  0.21
H23 2.9546 -0.6120 -4.2311  0.20
H24 1.4763 0.3648 -4.4301  0.25
H25 -0.1377 2.6046 -0.4765  0.25
H26 0.3972 2.7553 2.0027  0.25
H27 -1.2095 2.5294 3.8361  0.21
H28 -3.5901 2.2869 4.4157  0.22
H29 -7.6632 1.0340 3.3971  0.23